No. 1
Density functional theory data (the ωB97M-V functional and the def2-TZVPD basis) for C70H63AsFMnN7O4S3 as an isolated structure.

Values from the calculation:
F_max   0.95 eV/A
2S+1   4
Molecular weight   1311.4 g mol⁻¹
HOMO (spin up / spin down)   -16.7 / -16.7 eV
Frontier orbital gap (spin up / spin down)   6.505 / 8.094 eV
Charge   +4

```
150
Properties=species:S:1:pos:R:3:forces:R:3:mulliken_charge:R:1
Mn 0.158 -0.191 0.052 -0.607 -0.404 -0.235 -0.62
C -7.104 1.579 1.730 0.086 0.038 -0.129 -1.01
C -6.676 1.458 0.272 -0.284 0.025 0.332 -1.02
N -5.208 1.489 0.135 0.063 -0.347 -0.021 0.27
C -4.553 0.333 0.258 -0.090 0.026 -0.101 -0.04
C -3.191 0.198 0.169 0.443 0.033 0.074 -0.46
C -2.620 -1.171 0.345 -0.506 0.294 -0.110 -0.20
O -3.352 -2.126 0.460 0.189 -0.081 0.085 -0.66
O -1.311 -1.272 0.378 0.176 -0.176 0.069 1.84
C -2.386 1.331 -0.073 -0.579 -0.217 -0.058 1.09
O -1.124 1.281 -0.224 0.502 0.422 0.131 -1.34
C -3.088 2.591 -0.162 -0.051 0.066 -0.040 1.47
C -2.381 3.781 -0.378 -0.026 0.064 -0.073 -0.92
C -3.027 4.977 -0.455 0.141 -0.159 -0.040 -0.13
F -2.287 6.067 -0.718 -0.082 0.083 0.018 -0.41
C -4.432 5.095 -0.316 0.027 -0.254 0.029 -1.19
C -5.127 3.906 -0.110 -0.163 0.143 -0.069 -0.88
C -4.493 2.661 -0.050 0.348 0.127 0.005 -0.48
N -5.099 6.311 -0.369 -0.064 0.188 0.069 0.16
C -4.406 7.600 -0.276 0.021 -0.079 0.034 -0.68
C -5.430 8.715 -0.015 0.328 0.007 -0.207 -0.85
N -6.567 8.168 0.787 -0.008 0.089 0.008 -0.10
C -7.359 7.160 -0.003 -0.077 -0.321 -0.334 -0.72
C -6.415 6.445 -0.977 0.049 0.062 0.035 -0.75
H -8.191 1.597 1.798 0.003 0.002 0.004 0.40
H -6.708 2.488 2.185 -0.028 0.006 0.013 0.31
H -6.745 0.724 2.303 -0.005 0.023 0.025 0.34
H -7.112 2.242 -0.341 0.077 -0.038 -0.083 0.51
H -7.022 0.512 -0.139 0.071 0.001 -0.077 0.44
H -5.141 -0.562 0.424 -0.071 0.046 0.004 0.72
H -1.309 3.744 -0.524 -0.035 0.046 0.002 1.01
H -6.199 3.954 0.013 0.042 0.019 0.075 0.78
H -3.858 7.856 -1.186 -0.010 0.021 0.005 0.38
H -3.690 7.558 0.543 -0.007 0.016 0.001 0.52
H -5.843 9.117 -0.938 -0.105 -0.017 0.039 0.37
H -4.961 9.533 0.526 -0.094 0.011 0.066 0.41
H -7.179 8.922 1.103 -0.009 0.021 0.044 0.36
H -6.186 7.723 1.623 -0.043 -0.028 0.060 0.38
H -8.145 7.679 -0.549 0.007 0.105 0.096 0.39
H -7.819 6.468 0.699 0.024 0.066 0.088 0.43
H -6.327 7.018 -1.905 -0.032 -0.036 -0.024 0.33
H -6.832 5.480 -1.248 -0.006 0.008 0.015 0.51
N 1.128 -1.342 1.089 0.363 -0.203 0.754 0.72
S 0.764 -2.705 1.644 0.204 -0.121 -0.142 0.84
N 0.804 -3.922 0.583 -0.039 -0.002 0.030 0.23
S 1.857 -3.992 -0.574 -0.030 -0.067 0.173 0.69
N 1.525 -3.313 -1.932 -0.178 0.255 -0.030 0.26
S 0.401 -2.238 -2.325 0.187 -0.539 0.314 1.08
N 0.361 -0.905 -1.613 0.141 0.224 -0.782 0.38
C -1.118 -3.168 -2.451 0.325 -0.051 0.139 1.37
C -2.320 -2.485 -2.522 0.031 0.167 0.039 -0.57
C -3.482 -3.208 -2.732 0.027 0.027 -0.044 -0.66
C -3.424 -4.586 -2.888 -0.054 -0.030 -0.008 -0.94
C -2.209 -5.256 -2.828 0.044 0.026 -0.009 -0.83
C -1.039 -4.546 -2.613 -0.012 0.052 0.017 -0.80
C 0.835 -1.878 -4.007 -0.021 0.027 0.111 0.73
C 1.930 -2.480 -4.605 0.032 -0.067 0.198 -0.49
C 2.181 -2.208 -5.941 0.016 0.023 -0.054 -0.81
C 1.343 -1.357 -6.648 0.016 0.008 0.016 -0.68
C 0.257 -0.752 -6.024 0.004 0.003 -0.002 -0.78
C -0.006 -1.008 -4.691 -0.039 0.058 0.095 -0.62
C 3.482 -3.425 -0.134 -0.169 -0.051 -0.199 0.99
C 3.995 -2.310 -0.780 -0.173 0.041 -0.077 -0.48
C 5.283 -1.908 -0.477 0.072 0.056 0.021 -0.45
C 6.027 -2.608 0.465 0.006 0.016 0.008 -0.84
C 5.497 -3.725 1.099 -0.046 -0.023 0.008 -1.09
C 4.216 -4.151 0.793 -0.046 -0.147 0.089 -0.41
C 2.018 -5.726 -0.886 0.017 0.045 0.211 0.54
C 1.185 -6.628 -0.236 -0.083 0.144 0.035 0.10
C 1.382 -7.982 -0.457 0.047 -0.059 -0.074 -1.03
C 2.397 -8.409 -1.305 -0.046 0.004 0.046 -0.64
C 3.212 -7.489 -1.956 0.005 0.014 -0.033 -0.85
C 3.030 -6.134 -1.747 0.000 0.196 -0.098 -1.14
C -0.782 -2.982 2.495 0.001 -0.129 -0.322 0.55
C -1.184 -1.996 3.384 0.164 0.104 -0.043 -0.47
C -2.328 -2.209 4.131 0.001 0.002 0.015 -0.97
C -3.038 -3.398 3.992 -0.029 0.013 0.022 -0.76
C -2.612 -4.373 3.105 -0.024 -0.008 0.027 -0.88
C -1.473 -4.169 2.340 0.034 -0.043 -0.103 -0.09
C 1.892 -3.125 2.955 0.079 0.214 -0.089 0.54
C 2.057 -4.459 3.300 -0.115 -0.076 -0.098 -0.88
C 2.826 -4.767 4.409 0.002 -0.008 -0.003 -0.87
C 3.397 -3.748 5.164 0.026 0.062 -0.002 -0.85
C 3.215 -2.418 4.808 0.022 -0.104 0.047 -0.56
C 2.455 -2.098 3.695 -0.018 0.170 -0.221 -0.29
H -2.338 -1.408 -2.419 -0.050 0.004 0.041 0.38
H -4.433 -2.697 -2.784 -0.001 0.006 0.002 0.50
H -4.334 -5.142 -3.073 0.007 -0.006 0.028 0.47
H -2.167 -6.327 -2.967 -0.019 0.002 0.005 0.54
H -0.081 -5.046 -2.597 -0.033 -0.078 -0.013 0.53
H 2.556 -3.148 -4.029 0.027 -0.004 -0.132 0.46
H 3.029 -2.668 -6.429 -0.013 -0.016 -0.008 0.53
H 1.535 -1.162 -7.695 0.010 0.000 0.002 0.46
H -0.385 -0.084 -6.580 -0.002 -0.004 -0.001 0.47
H -0.840 -0.539 -4.184 -0.004 0.004 -0.074 0.40
H 3.398 -1.790 -1.517 0.069 0.051 0.003 0.18
H 5.710 -1.064 -1.004 0.015 0.046 0.054 0.56
H 7.038 -2.301 0.698 0.007 0.031 -0.040 0.51
H 6.092 -4.281 1.810 -0.015 0.004 0.012 0.53
H 3.809 -5.042 1.253 0.020 -0.002 -0.004 0.58
H 0.401 -6.271 0.415 0.032 -0.067 0.027 0.40
H 0.746 -8.704 0.035 0.001 0.005 0.012 0.52
H 2.559 -9.468 -1.455 -0.017 0.003 -0.023 0.46
H 3.993 -7.830 -2.622 0.012 0.002 0.014 0.49
H 3.659 -5.401 -2.239 0.054 -0.075 0.005 0.44
H -0.606 -1.084 3.486 -0.052 0.007 0.046 0.52
H -2.661 -1.458 4.834 0.013 -0.001 -0.006 0.54
H -3.926 -3.564 4.586 0.012 -0.007 0.002 0.47
H -3.167 -5.296 3.007 0.005 0.003 -0.023 0.53
H -1.134 -4.911 1.632 -0.073 0.006 0.021 0.43
H 1.590 -5.240 2.712 0.012 -0.025 0.054 0.53
H 2.973 -5.800 4.692 -0.012 -0.003 0.003 0.53
H 3.984 -3.991 6.040 -0.003 -0.025 -0.010 0.48
H 3.662 -1.636 5.406 0.002 0.032 -0.037 0.54
H 2.302 -1.073 3.381 0.069 0.020 0.056 0.24
O 1.618 0.978 -0.075 -0.534 -0.139 0.009 0.64
As 2.888 2.042 0.160 0.663 0.605 0.311 0.75
C 2.102 3.743 0.653 -0.047 -0.336 -0.165 0.83
C 0.793 3.724 1.118 0.085 -0.029 0.021 -0.55
C 0.208 4.900 1.563 0.034 0.068 0.040 -0.68
C 0.929 6.085 1.538 -0.039 -0.027 0.020 -0.72
C 2.238 6.098 1.078 0.061 0.062 -0.001 -0.92
C 2.832 4.926 0.636 0.062 -0.178 -0.051 -0.22
C 4.007 1.585 1.668 -0.240 0.067 -0.242 0.96
C 3.397 1.528 2.918 -0.105 0.016 -0.071 -0.56
C 4.173 1.353 4.051 -0.037 -0.023 0.049 -0.64
C 5.555 1.263 3.938 0.068 -0.002 -0.010 -0.71
C 6.162 1.331 2.692 0.031 0.020 0.039 -0.79
C 5.389 1.491 1.550 -0.066 -0.107 -0.159 -0.39
C 3.958 2.089 -1.435 -0.210 -0.005 0.324 0.60
C 5.059 2.940 -1.501 -0.098 -0.041 0.021 -0.63
C 5.854 2.931 -2.636 0.013 0.024 0.013 -0.90
C 5.550 2.075 -3.687 0.029 0.020 -0.005 -0.77
C 4.450 1.232 -3.614 -0.003 -0.022 -0.022 -0.54
C 3.644 1.234 -2.485 -0.119 -0.025 0.078 -0.53
H 0.240 2.795 1.126 -0.064 0.001 -0.008 0.16
H -0.808 4.891 1.938 0.008 -0.010 0.000 0.53
H 0.475 7.004 1.885 0.019 0.000 0.017 0.43
H 2.802 7.021 1.076 -0.001 -0.005 -0.032 0.46
H 3.855 4.938 0.285 0.000 0.091 0.018 0.26
H 2.321 1.645 2.994 0.010 -0.012 0.102 0.34
H 3.710 1.312 5.029 -0.026 0.030 -0.014 0.55
H 6.164 1.162 4.826 -0.013 -0.022 -0.004 0.46
H 7.240 1.287 2.609 -0.019 -0.030 0.002 0.49
H 5.863 1.549 0.580 0.035 -0.018 0.005 0.40
H 5.295 3.598 -0.674 0.099 0.008 -0.051 0.36
H 6.712 3.587 -2.697 -0.007 0.001 -0.016 0.45
H 6.175 2.072 -4.570 -0.003 -0.005 -0.001 0.44
H 4.219 0.573 -4.441 -0.020 0.001 -0.010 0.57
H 2.770 0.596 -2.414 0.004 -0.019 -0.033 0.39
```
Positions in Å, forces in eV/Å.

No. 2
Density functional theory data (the ωB97M-V functional and the def2-TZVPD basis) for a 2-piece molecular cluster, C2H10NS overall at a distorted geometry.

Values from the calculation:
F_max   10.62 eV/A
Molecular weight   80.2 g mol⁻¹
HOMO   -12.4 eV
Frontier orbital gap   8.317 eV
Charge   +1
Relative energy (zero: lowest compared OMol25 entry of this formula, charge and spin)   213.9 kJ/mol

```
14
Properties=species:S:1:pos:R:3:forces:R:3:mulliken_charge:R:1
C -2.777 0.023 -0.913 4.414 6.171 -7.425 -0.86
S -1.008 -0.454 -1.552 -1.511 -0.024 -0.071 -0.22
H -1.379 -0.903 -2.799 0.244 0.315 0.914 0.14
H -2.704 1.065 -0.584 -0.119 -0.561 0.438 0.28
H -3.143 -0.636 -0.372 -3.098 -5.890 5.485 0.36
H -3.334 0.063 -1.869 0.109 0.013 0.666 0.33
C 1.238 -0.261 1.150 -4.216 -2.151 4.077 -0.80
N 2.363 0.510 0.832 2.743 1.902 -4.147 -0.32
H 2.077 1.494 0.705 0.596 -0.030 1.053 0.37
H 3.138 0.322 1.496 -0.429 0.820 -0.537 0.38
H 2.767 0.377 -0.179 -0.805 -0.399 2.054 0.40
H 0.155 0.199 1.105 2.656 -0.390 -0.242 0.24
H 1.430 -0.555 2.236 -0.843 0.641 -1.048 0.31
H 1.179 -1.243 0.744 0.259 -0.417 -1.217 0.38
```
Positions in Å, forces in eV/Å.

No. 3
Density functional theory data (the ωB97M-V functional and the def2-TZVPD basis) for C3H12N4 as an isolated structure at a distorted geometry.

Values from the calculation:
F_max   4.76 eV/A
Molecular weight   104.2 g mol⁻¹
HOMO   -18.3 eV
Frontier orbital gap   11.416 eV
Charge   +2
Relative energy (zero: lowest compared OMol25 entry of this formula, charge and spin)   498.1 kJ/mol

```
19
Properties=species:S:1:pos:R:3:forces:R:3:mulliken_charge:R:1
C -1.266 0.003 -0.499 2.302 -2.535 -0.451 -0.69
C -0.450 0.034 -1.797 -0.150 -1.774 0.886 -0.58
C -0.259 0.493 0.493 2.341 -1.134 3.409 0.00
N 0.628 1.363 -0.139 -1.016 -0.565 -1.828 -0.31
N 0.823 -1.008 0.805 -2.713 2.123 -0.060 -0.45
N 0.493 1.247 -1.554 -0.126 -3.314 0.024 0.01
N 0.398 -1.398 2.102 -0.532 -3.968 2.578 -0.36
H -2.152 0.504 -0.512 -2.189 2.303 -0.052 0.45
H -1.635 -1.046 -0.496 0.623 0.379 1.013 0.31
H 0.068 -1.003 -1.885 -0.166 2.382 -0.078 0.36
H -1.226 0.122 -2.551 0.862 0.694 -0.904 0.36
H -0.537 0.863 1.593 0.427 -0.787 -2.556 0.53
H 1.066 2.224 0.058 0.127 0.939 1.400 0.25
H 1.801 -0.783 0.900 0.408 0.651 -0.083 0.25
H 1.403 1.169 -1.966 0.924 -0.725 -0.463 0.36
H 0.108 2.003 -2.013 -1.574 2.757 -0.861 0.34
H 0.330 -2.511 2.145 0.095 2.542 -0.160 0.42
H -0.571 -1.086 2.341 0.763 -0.205 -0.386 0.37
H 0.979 -1.190 2.974 -0.405 0.240 -1.428 0.40
```
Positions in Å, forces in eV/Å.

No. 4
Density functional theory data (the ωB97M-V functional and the def2-TZVPD basis) for a 2-piece molecular cluster, C6H15NO overall at a distorted geometry.

Values from the calculation:
F_max   4.77 eV/A
Molecular weight   117.2 g mol⁻¹
HOMO   -9.5 eV
Frontier orbital gap   10.159 eV
Charge   0
Relative energy (zero: lowest compared OMol25 entry of this formula, charge and spin)   315.4 kJ/mol
SMILES   C=CCC[C@@H](C)N.O

```
23
Properties=species:S:1:pos:R:3:forces:R:3:mulliken_charge:R:1
C 0.531 1.818 -2.640 2.717 -2.166 -0.701 -0.74
C 0.303 2.103 -1.374 -0.326 2.718 1.298 -0.10
C 0.837 1.552 -0.089 -1.648 -0.595 1.231 -0.72
C -0.244 0.553 0.558 1.390 2.542 1.117 0.09
C 0.365 -0.411 1.558 -2.576 -2.476 1.466 0.41
C -0.839 -1.241 2.138 1.297 -2.584 0.620 -1.56
N 1.319 -1.478 1.143 0.498 2.546 -1.595 -0.72
H 0.003 2.112 -3.521 -0.433 0.980 0.019 0.29
H 1.439 1.178 -2.954 -1.684 0.330 0.835 0.17
H -0.219 3.043 -1.142 -1.021 -0.655 -0.493 0.27
H 1.071 2.208 0.784 -0.417 0.469 -1.188 0.35
H 1.766 1.126 -0.282 1.598 -1.621 -0.302 0.49
H -1.086 1.181 1.049 1.540 -0.861 -0.502 0.37
H -0.743 0.015 -0.164 -0.863 -1.281 -1.919 -0.58
H 0.751 0.102 2.423 0.538 0.490 0.147 0.29
H -1.585 -0.686 2.617 -1.275 1.225 0.319 0.48
H -0.481 -1.913 2.997 -0.063 0.837 -1.176 0.36
H -1.318 -2.000 1.431 0.671 1.329 0.420 0.29
H 0.808 -2.297 0.877 -0.479 -0.447 -0.084 0.30
H 1.638 -1.098 0.235 0.532 -0.741 0.507 0.29
O -1.071 -2.119 -1.762 -1.190 3.956 2.376 -0.62
H -1.633 -1.251 -1.458 2.140 -3.305 -1.212 0.30
H -1.611 -2.498 -2.423 -0.948 -0.692 -1.184 0.30
```
Positions in Å, forces in eV/Å.